Record 1
{"formula": "C3H3Br9", "method": "ωB97M-V/def2-TZVPD", "symbols": ["C", "Br", "Br", "Br", "H", "C", "Br", "Br", "Br", "H", "C", "Br", "Br", "Br", "H"], "coordinates": [[-0.4240, -12.4922, 9.7128], [0.7161, -10.9303, 9.8665], [0.6263, -14.1288, 9.9536], [-1.2861, -12.4762, 7.9592], [-1.2102, -12.4050, 10.4488], [-3.0674, -11.6847, 14.5664], [-3.8140, -9.9944, 13.9136], [-1.7534, -12.3981, 13.3071], [-4.3712, -13.0810, 14.9452], [-2.5452, -11.5068, 15.4937], [-4.5036, -11.8002, 6.4564], [-3.4645, -10.2549, 5.9188], [-4.0280, -13.3200, 5.3337], [-6.4038, -11.4985, 6.3861], [-4.2377, -12.0513, 7.4726]], "lumo_ha": -0.0154, "e_homo_ev": -10.223, "homo_lumo_gap_ha": 0.3603, "relative_energy_kj_mol": 24.3}

Record 2
{"formula": "C3H3BrCl2FO4P", "method": "ωB97M-V/def2-TZVPD", "symbols": ["C", "C", "C", "O", "O", "O", "O", "F", "P", "Cl", "Cl", "Br", "H", "H", "H"], "coordinates": [[-1.2787, 1.1656, -0.5246], [1.0824, -1.8331, 0.2921], [-2.2080, 0.3548, -0.9938], [1.2322, 2.8460, 0.6003], [1.3625, 0.6768, -0.6748], [1.4901, 0.6382, 1.8781], [-0.8525, 1.0947, 0.7255], [-2.9597, 0.5775, -2.1017], [1.1114, 1.3662, 0.6673], [0.1309, -3.2688, 0.2382], [2.7886, -2.2496, 0.1156], [-2.9867, -0.8679, 0.2619], [0.8572, -1.1259, -0.6051], [-0.9998, 1.9863, -1.1334], [1.2302, -1.3610, 1.2545]], "lumo_ha": 0.1891, "e_homo_ev": -0.844, "total_charge": -2, "homo_lumo_gap_ha": 0.2201, "relative_energy_kj_mol": 0.0}

Record 3
{"formula": "C3H3BrClO4", "method": "ωB97M-V/def2-TZVPD", "symbols": ["O", "C", "Br", "C", "O", "C", "O", "O", "H", "H", "H", "Cl"], "coordinates": [[-1.7555, 1.1750, 1.9646], [-1.7467, 1.1767, 0.7854], [-2.8537, 2.5224, -0.1348], [-0.8899, 0.2042, -0.0284], [0.1622, -0.1978, 0.8322], [1.1981, -0.7139, 0.0110], [1.1220, -1.7770, -0.4926], [2.2329, 0.1395, -0.1180], [-1.4425, -0.6915, -0.3260], [-0.5198, 0.7335, -0.9129], [1.8945, 1.0281, 0.0367], [2.5984, -3.5993, -1.6172]], "lumo_ha": 0.0798, "e_homo_ev": -2.853, "total_charge": -1, "homo_lumo_gap_ha": 0.1846}

Record 4
{"formula": "C3H3BrF2", "method": "ωB97M-V/def2-TZVPD", "symbols": ["C", "C", "C", "F", "F", "Br", "H", "H", "H"], "coordinates": [[-0.2610, -0.0126, 0.3676], [0.8081, 0.0843, -0.3675], [2.2574, 0.7927, -0.0441], [2.7421, 1.7279, -0.9574], [2.2513, 1.3716, 1.1296], [3.6940, -0.5780, 0.0683], [-1.0308, -0.5230, -0.0742], [-0.2750, 0.5174, 1.2801], [0.6655, -0.4525, -1.3516]], "lumo_ha": [0.0310, -0.1244], "e_homo_ev": [-6.281, -10.797], "homo_lumo_gap_ha": [0.2618, 0.2724], "relative_energy_kj_mol": 116.3, "multiplicity": 3}

Record 5
{"formula": "C3H3BrF2O", "method": "ωB97M-V/def2-TZVPD", "symbols": ["F", "C", "F", "C", "O", "C", "Br", "H", "H", "H"], "coordinates": [[-0.6207, -0.7884, -1.7566], [0.2843, 0.1045, -1.2871], [1.4270, -0.1213, -1.9687], [0.5088, -0.0872, 0.1919], [0.3016, 1.0309, 1.0230], [-0.7096, 0.1137, 1.2018], [-0.6998, -0.9200, 2.8022], [-0.0708, 1.1185, -1.5286], [1.2752, -0.7855, 0.5006], [-1.6960, 0.3347, 0.8213]], "lumo_ha": 0.0280, "e_homo_ev": -10.343, "homo_lumo_gap_ha": 0.4082, "relative_energy_kj_mol": 111.0, "smiles": "FC(F)[C@H]1O[C@@H]1Br"}

Record 6
{"formula": "C3H3BrN2S", "method": "ωB97M-V/def2-TZVPD", "symbols": ["C", "C", "C", "N", "N", "S", "Br", "H", "H", "H"], "coordinates": [[0.8774, -0.2012, 1.2316], [-0.5021, -0.3846, 1.1690], [0.5765, -0.3532, -0.9664], [1.3843, -0.1409, -0.0122], [0.6455, -0.7117, -2.1996], [-1.1200, -0.5993, -0.3589], [2.2384, -0.6784, -3.0862], [1.3112, -0.2712, 2.1490], [-1.1450, -0.6790, 1.9799], [-0.6306, 1.4627, -3.2421]], "lumo_ha": [0.0063, -0.0729], "e_homo_ev": [-8.401, -9.717], "homo_lumo_gap_ha": [0.3150, 0.2841], "relative_energy_kj_mol": 437.1}

Record 7
{"formula": "C3H3BrN5O", "method": "ωB97M-V/def2-TZVPD", "symbols": ["C", "C", "C", "N", "N", "N", "N", "N", "O", "Br", "H", "H", "H"], "coordinates": [[1.2889, -0.7406, -0.0674], [-1.2134, -0.5250, -0.0432], [-1.0884, 0.9183, -0.0135], [3.3421, -0.6765, 0.3651], [2.2871, -1.5004, 0.4015], [1.7132, 0.5094, -0.3511], [3.0272, 0.4308, -0.2013], [-2.4690, -1.0676, -0.1365], [-0.0389, -1.2145, -0.1699], [-3.8789, -0.0971, 0.0971], [-2.0275, 1.4664, -0.4803], [-0.0688, 1.2685, -0.4621], [-0.8735, 1.2285, 1.0615]], "lumo_ha": 0.1048, "e_homo_ev": -5.102, "total_charge": -1, "homo_lumo_gap_ha": 0.2923, "relative_energy_kj_mol": 282.5}

Record 8
{"formula": "C3H3BrO", "method": "ωB97M-V/def2-TZVPD", "symbols": ["C", "C", "C", "Br", "O", "H", "H", "H"], "coordinates": [[-0.0956, -0.1196, -0.1311], [-1.5240, -0.5252, -0.0345], [-2.7818, -0.4522, -0.4459], [-4.4506, 0.2131, -0.0138], [-2.1495, -1.6378, 0.4197], [0.2139, 0.7111, 0.6534], [-0.0014, 0.3312, -1.0811], [0.4835, -1.0159, -0.0068]], "lumo_ha": 0.0059, "e_homo_ev": -8.072, "homo_lumo_gap_ha": 0.3026, "relative_energy_kj_mol": 329.5, "smiles": "CC1=C(Br)O1"}

Record 9
{"formula": "C3H3BrOS", "method": "ωB97M-V/def2-TZVPD", "symbols": ["C", "C", "C", "O", "S", "Br", "H", "H", "H"], "coordinates": [[0.9303, -0.9234, -0.1930], [-1.7411, -0.2622, -0.4834], [1.1807, 0.3396, 0.3271], [0.8621, -1.9386, -0.6753], [-3.0070, -1.1729, -0.2537], [-1.8010, 1.6720, -0.3140], [0.1744, 0.9176, 0.2595], [1.4048, 0.4338, 1.4169], [1.9968, 0.9340, -0.0841]], "lumo_ha": [-0.0209, -0.0209], "e_homo_ev": [-6.746, -6.747], "homo_lumo_gap_ha": [0.2270, 0.2270], "relative_energy_kj_mol": 317.1}

Record 10
{"formula": "C3H3CeLiO3", "method": "ωB97M-V/def2-TZVPD", "symbols": ["O", "Li", "C", "C", "O", "C", "H", "H", "H", "Ce", "O"], "coordinates": [[0.2729, 1.2874, 0.3238], [-1.2195, -0.2801, 2.3182], [0.0281, 1.6930, -0.9546], [-0.1075, -0.1576, 0.4940], [-0.7581, 0.8498, -1.5188], [-0.9019, -0.4046, -0.7561], [-1.9790, -0.5362, -0.6070], [-0.5466, -1.2449, -1.3626], [1.3025, -1.5200, 0.9758], [2.6801, 1.0695, 0.6958], [1.2291, -0.7563, 0.3915]], "lumo_ha": [-0.5924, -0.5618], "e_homo_ev": [-21.418, -21.454], "total_charge": 3, "homo_lumo_gap_ha": [0.1947, 0.2266], "multiplicity": 2}

no.,total energy (eV)
1,-633540.77747
2,-118445.19870
3,-93915.24996
4,-78630.83326
5,-80683.00996
6,-87012.00673
7,-82698.09086
8,-75245.11517
9,-86080.23947
10,-22399.55691